# C25H36Cl34N3O10P4S

A 9-piece molecular cluster, C25H36Cl34N3O10P4S overall in a non-equilibrium geometry (the ωB97M-V functional and the def2-TZVPD basis, the OMol25 dataset).

Structure (ORCA input):
```
! wB97M-V def2-TZVPD RIJCOSX def2/J DEFGRID3
* xyz 1 1
C 4.73 3.92 2.14
C 3.31 4.28 1.40
O 2.14 3.56 1.93
C 2.08 2.17 1.41
C 1.06 2.03 0.09
O 0.29 0.82 0.26
C -0.62 0.47 -0.84
C -0.67 1.47 -2.12
C -1.43 2.91 -1.94
C -0.43 4.22 -2.17
C -0.87 5.47 -1.15
O 0.15 5.79 -0.14
C -0.56 6.60 0.89
O -0.16 6.65 2.18
C 0.11 -0.94 -1.42
P 1.91 -0.69 -1.97
O 2.57 -2.03 -2.86
Cl 3.17 -0.67 -0.20
N -0.84 -1.57 -2.34
C -0.51 -1.88 -3.72
O -0.08 -0.74 -4.60
N 0.60 -1.38 -5.60
O 1.61 -0.73 -5.85
C -2.17 -1.95 -1.81
C -1.95 -3.36 -0.93
O -0.71 -4.08 -1.38
C -0.83 -5.39 -0.66
C 0.63 -5.85 -0.01
C -2.88 -0.74 -0.96
P -4.24 -1.66 0.09
S -5.39 -2.82 -0.96
P -3.97 0.44 -2.07
O -5.28 1.11 -1.07
Cl -4.93 -0.56 -3.64
N -1.98 0.16 -0.18
P -1.82 -0.19 1.59
O -0.91 -1.43 1.92
H 5.58 4.01 1.30
H 5.01 4.63 3.03
H 4.75 2.79 2.48
H 3.11 5.44 1.60
H 3.41 4.14 0.24
H 3.16 1.90 1.03
H 1.73 1.41 2.25
H 0.32 2.96 0.21
H 1.74 2.10 -0.86
H 0.39 1.69 -2.59
H -1.28 0.93 -3.00
H -1.93 3.08 -0.89
H -2.30 3.05 -2.74
H -0.57 4.65 -3.25
H 0.70 3.95 -1.92
H -1.09 6.47 -1.75
H -1.87 5.24 -0.56
H -1.51 7.26 0.62
H 0.17 -1.62 -0.44
H 3.23 -2.56 -2.31
H 0.26 -2.79 -3.78
H -1.48 -2.30 -4.28
H -2.94 -2.29 -2.66
H -1.79 -3.17 0.21
H -2.83 -4.14 -1.10
H -1.22 -6.25 -1.38
H -1.58 -5.34 0.24
H 1.25 -4.87 0.16
H 1.21 -6.58 -0.73
H 0.40 -6.39 1.01
H -5.10 -0.71 0.79
H -3.65 -2.48 1.15
H -6.17 0.76 -1.43
H -2.47 1.11 -0.16
H -3.13 -0.27 2.27
H -1.22 0.94 2.32
C 2.03 8.80 -1.92
Cl 2.98 10.16 -2.55
Cl 0.41 9.39 -1.44
Cl 1.85 7.56 -3.18
Cl 2.85 8.10 -0.50
C 5.33 -1.91 -6.95
Cl 6.09 -0.31 -7.13
Cl 6.56 -3.18 -7.14
Cl 4.59 -2.04 -5.33
Cl 4.07 -2.12 -8.19
C -9.07 -1.52 0.15
Cl -7.82 -0.36 -0.36
Cl -8.52 -2.41 1.58
Cl -10.57 -0.64 0.54
Cl -9.39 -2.67 -1.18
C -2.07 -0.12 5.95
Cl -1.77 1.63 5.89
Cl -3.78 -0.42 6.35
Cl -1.70 -0.85 4.36
Cl -1.03 -0.86 7.19
C 6.93 8.32 -1.09
Cl 8.71 8.21 -1.08
Cl 6.42 9.74 -0.14
Cl 6.35 8.49 -2.76
Cl 6.24 6.85 -0.37
C 4.53 -6.36 1.82
Cl 3.36 -7.70 1.88
Cl 5.99 -6.89 0.95
Cl 3.80 -4.98 0.95
Cl 4.96 -5.86 3.47
C 0.63 -4.54 5.01
Cl 1.76 -5.65 4.21
Cl -0.26 -3.61 3.79
Cl -0.52 -5.48 6.00
Cl 1.53 -3.43 6.07
C -2.97 -8.71 7.35
Cl -4.68 -8.72 6.83
Cl -2.56 -7.10 8.00
Cl -2.72 -9.94 8.61
Cl -1.93 -9.07 5.95
*
```

Output
E_HOMO ... -11.63 eV
Orbital gap ... 8.09 eV
LUMO level ... -3.5 eV

=====

# C25H36F16N6O8P2

A 2-piece molecular cluster, C25H36F16N6O8P2 overall in a non-equilibrium geometry (the ωB97M-V functional and the def2-TZVPD basis, the OMol25 dataset).

Structure (ORCA input):
```
! wB97M-V def2-TZVPD RIJCOSX def2/J DEFGRID3
* xyz 0 1
C -2.31 2.89 1.48
C -2.99 1.71 2.14
C -3.29 1.94 3.61
N -3.41 0.66 1.58
C -2.80 -0.49 0.98
C -2.16 -1.21 2.19
C -1.52 -2.61 2.01
C -1.85 -3.55 3.16
O -1.14 -3.15 4.34
C -4.11 -1.27 0.47
F -5.20 -0.42 0.48
C -4.67 -2.49 1.23
O -4.11 -3.55 1.18
C -6.08 -2.51 1.95
F -6.35 -3.81 2.13
F -7.06 -2.05 1.16
C -6.20 -1.87 3.38
F -5.04 -2.01 4.07
F -7.12 -2.60 4.03
C -6.69 -0.41 3.53
F -5.91 0.43 2.86
F -7.94 -0.30 3.03
C -6.75 0.10 5.01
O -6.60 1.26 5.20
O -7.01 -0.79 5.99
N -3.85 -1.64 -0.88
C -2.48 -1.55 -1.13
O -1.90 -2.33 -1.82
C -1.93 -0.27 -0.36
C -0.39 -0.47 -0.44
F -0.13 -0.34 -1.79
F 0.03 -1.70 -0.14
C 0.71 0.53 0.13
F 1.88 -0.01 -0.33
F 0.65 1.72 -0.45
C 1.02 0.72 1.64
F -0.06 0.95 2.41
F 1.73 1.87 1.71
C 1.97 -0.32 2.32
F 1.82 -0.18 3.64
F 3.23 -0.07 2.03
F 1.68 -1.58 2.00
P -2.60 1.02 -1.57
N -4.04 1.52 -1.29
O -2.57 0.21 -2.94
O -1.52 2.20 -1.69
H -2.70 3.01 0.47
H -2.57 3.79 2.03
H -1.22 2.80 1.41
H -3.55 1.00 4.09
H -4.12 2.64 3.71
H -2.42 2.39 4.10
H -1.46 -0.58 2.71
H -2.98 -1.33 2.91
H -1.76 -3.07 1.06
H -0.43 -2.54 2.02
H -1.50 -4.55 2.92
H -2.93 -3.60 3.35
H -1.72 -2.62 4.89
H -6.23 -1.32 6.19
H -4.16 -2.57 -1.18
H -4.14 2.51 -1.12
H -3.14 0.70 -3.56
H -1.99 3.03 -1.87
C 7.95 1.57 -2.29
N 6.52 1.67 -2.48
C 5.92 2.78 -1.74
P 5.80 1.45 -4.01
O 6.06 2.71 -4.76
N 6.57 0.29 -4.98
C 7.44 -0.75 -4.48
C 6.99 0.72 -6.31
N 4.55 0.36 -3.50
C 3.19 0.79 -3.90
C 4.51 -0.18 -2.15
H 8.16 1.46 -1.22
H 8.50 2.44 -2.66
H 8.35 0.68 -2.76
H 4.87 2.57 -1.52
H 5.98 3.72 -2.29
H 6.43 2.90 -0.79
H 8.46 -0.39 -4.30
H 7.51 -1.56 -5.21
H 7.06 -1.20 -3.57
H 7.94 1.28 -6.30
H 6.24 1.35 -6.77
H 7.11 -0.16 -6.95
H 2.84 1.65 -3.32
H 2.48 -0.03 -3.77
H 3.19 1.06 -4.96
H 4.19 0.54 -1.39
H 5.47 -0.59 -1.85
H 3.79 -1.01 -2.15
*
```

Output
SMILES ... CC(C)=N[C@@]1(CCCO)[C@](F)(C(=O)C(F)(F)C(F)(F)C(F)(F)C(=O)O)NC(=O)[C@@]1(C(F)(F)C(F)(F)C(F)(F)C(F)(F)F)P(=N)(O)O.CN(C)P(=O)(N(C)C)N(C)C
E_HOMO ... -8.28 eV
Orbital gap ... 7.69 eV
LUMO level ... -0.6 eV

=====

# C25H36F9N3O3S2

C25H36F9N3O3S2 as an isolated structure in a non-equilibrium geometry (the ωB97M-V functional and the def2-TZVPD basis, the OMol25 dataset).

Structure (ORCA input):
```
! wB97M-V def2-TZVPD RIJCOSX def2/J DEFGRID3
* xyz 0 1
C 4.51 -3.72 -0.57
O 3.98 -4.86 0.12
C 2.59 -5.05 -0.11
C 1.67 -3.90 0.48
C 0.65 -4.38 1.59
C -0.26 -3.14 2.01
C 0.63 -2.09 2.79
C 0.52 -0.61 2.23
C 0.71 -0.47 0.67
C 0.56 1.06 0.33
C -0.85 1.66 0.18
C -2.13 0.75 0.37
C -2.56 0.29 -1.07
C -3.70 -0.77 -1.20
F -3.10 -1.87 -1.86
F -4.67 -0.36 -2.12
C -4.33 -1.39 0.10
F -3.40 -1.95 0.96
F -5.05 -2.50 -0.34
S -5.52 -0.36 1.09
F -5.23 1.02 0.28
F -6.72 -0.76 0.03
F -5.93 -1.72 1.93
F -4.45 -0.03 2.28
F -6.64 0.47 1.96
C -0.92 3.07 -0.15
C -2.29 3.80 -0.38
C -2.63 3.84 -1.93
C -1.57 3.17 -2.87
O -1.99 3.21 -4.27
C -1.44 2.02 -4.86
C 0.32 3.92 -0.29
N 0.28 5.28 -0.56
S 1.90 5.71 -0.57
N 2.67 4.25 -0.27
C 1.69 3.30 -0.12
C 1.79 1.83 0.17
C 3.23 1.23 0.30
C 3.97 1.64 1.65
C 5.52 1.54 1.36
N 6.26 0.30 1.55
O 6.16 2.49 0.97
H 4.67 -2.91 0.21
H 3.71 -3.31 -1.26
H 5.48 -3.91 -1.08
H 2.34 -5.14 -1.22
H 2.30 -6.03 0.36
H 1.05 -3.37 -0.31
H 2.34 -3.12 0.93
H -0.03 -5.18 1.18
H 1.16 -4.79 2.51
H -0.85 -2.72 1.16
H -1.00 -3.55 2.76
H 1.72 -2.35 2.83
H 0.27 -2.06 3.86
H 1.33 0.03 2.71
H -0.45 -0.15 2.59
H -0.17 -0.97 0.15
H 1.63 -0.93 0.26
H -2.86 1.38 0.93
H -1.80 -0.07 1.06
H -2.90 1.22 -1.62
H -1.63 -0.05 -1.61
H -2.18 4.83 0.08
H -3.13 3.28 0.15
H -3.66 3.44 -2.16
H -2.66 4.93 -2.23
H -0.55 3.68 -2.85
H -1.36 2.09 -2.65
H -1.97 1.08 -4.51
H -0.35 1.88 -4.57
H -1.46 2.05 -5.98
H 3.27 0.12 0.22
H 3.82 1.64 -0.57
H 3.76 0.80 2.38
H 3.66 2.63 2.04
H 6.62 0.06 0.62
H 5.61 -0.47 1.79
*
```

Output
E_HOMO ... -8.82 eV
Orbital gap ... 7.77 eV
LUMO level ... -1.0 eV